#1
Density functional theory data (the ωB97M-V functional and the def2-TZVPD basis) for a structure of composition C4H9NOS.

The geometry in XYZ format:
```
16
C4H9NOS (the ωB97M-V functional and the def2-TZVPD basis)
C -0.629 -0.217 1.303
C -0.658 -0.312 -1.126
C 0.295 -0.593 0.080
C 1.592 0.194 -0.089
N -2.537 1.391 -0.026
O -3.075 -1.072 -0.095
S -2.004 -0.082 0.004
H -0.542 -1.044 2.144
H -0.503 0.705 1.809
H -0.334 0.443 -1.919
H -0.747 -1.183 -1.799
H 0.536 -1.635 0.064
H 1.406 1.229 -0.166
H 2.086 -0.144 -0.969
H 2.173 0.133 0.801
H -3.302 1.330 0.593
```

For the LUMO energy, the calculation gives 0.71 eV. Its frontier orbital gap is 9.8 eV. The molar mass is 119.19 g/mol.



#2
Density functional theory data (the ωB97M-V functional and the def2-TZVPD basis) for the molecule C4H9NOS.

The geometry in XYZ format:
```
16
C4H9NOS (the ωB97M-V functional and the def2-TZVPD basis)
N 0.268 0.876 1.576
C -0.322 0.793 0.285
C -0.489 2.270 -0.161
O 0.229 3.140 0.240
C 0.288 -0.110 -0.796
C 0.578 -1.586 -0.246
S -0.836 -2.618 0.388
H 0.107 -0.049 1.938
H 1.361 1.081 1.569
H -1.341 0.361 0.450
H -1.155 2.397 -1.102
H -0.562 -0.130 -1.523
H 1.179 0.191 -1.390
H 1.120 -1.447 0.586
H 1.066 -2.208 -1.007
H -1.491 -2.961 -0.808
```

As for the SMILES: N[C@@H](C=O)CCS. For the LUMO energy, the calculation gives 0.67 eV. Its frontier orbital gap is 10.0 eV. The molar mass is 119.19 g/mol.



Of them, #2 has the highest stability.



#1
Density functional theory data (the ωB97M-V functional and the def2-TZVPD basis) for the molecule C4H9NOS.

The geometry in XYZ format:
```
16
C4H9NOS (the ωB97M-V functional and the def2-TZVPD basis)
C 0.284 -2.969 -0.559
N 1.227 -1.906 -0.265
C 1.184 -0.531 -0.310
O 2.220 0.092 -0.282
C -0.229 0.022 -0.183
C -0.251 1.465 0.334
S -1.996 1.961 0.662
H -0.762 -2.669 -0.487
H 0.435 -3.800 0.131
H 0.531 -3.309 -1.568
H 2.182 -2.227 -0.152
H -0.870 -0.078 -1.062
H -0.699 -0.636 0.567
H 0.529 1.998 -0.200
H 0.120 1.414 1.366
H -2.355 2.812 -0.308
```

As for the SMILES: CNC(=O)CCS. For the LUMO energy, the calculation gives 0.80 eV. Its frontier orbital gap is 9.9 eV. The molar mass is 119.19 g/mol.



#2
Density functional theory data (the ωB97M-V functional and the def2-TZVPD basis) for the molecule C4H9NOS.

The geometry in XYZ format:
```
16
C4H9NOS (the ωB97M-V functional and the def2-TZVPD basis)
C -2.238 1.249 1.195
N -1.549 1.113 -0.092
C -0.903 -0.198 -0.308
C 0.250 -0.172 0.841
O 0.574 0.719 1.600
C 0.161 -0.363 -1.472
S 1.889 -1.100 -1.000
H -3.299 0.908 1.068
H -1.607 0.726 1.971
H -2.433 2.362 1.339
H -0.820 1.833 -0.246
H -1.681 -0.953 -0.095
H 0.365 -1.197 1.253
H -0.165 -1.005 -2.324
H 0.347 0.622 -1.847
H 1.250 -2.208 -0.631
```

As for the SMILES: CN[C@H](C=O)CS. For the LUMO energy, the calculation gives 0.66 eV. Its frontier orbital gap is 9.1 eV. The molar mass is 119.19 g/mol.



Of them, #1 has the highest stability.



#1
Density functional theory data (the ωB97M-V functional and the def2-TZVPD basis) for the molecule C4H9NOS.

The geometry in XYZ format:
```
16
C4H9NOS (the ωB97M-V functional and the def2-TZVPD basis)
C -1.565 -1.667 0.557
C 1.334 0.689 0.012
C 0.273 -0.106 0.746
C 0.525 1.679 -0.760
N -0.704 -0.620 -0.178
O 0.121 -0.222 -2.519
S -0.679 0.545 -1.603
H -1.076 -2.642 0.429
H -2.588 -1.662 0.347
H 2.081 1.141 0.805
H 1.930 0.089 -0.648
H 0.676 -0.981 1.357
H -0.328 0.399 1.586
H 0.077 2.475 -0.221
H 1.172 2.266 -1.545
H -1.250 -1.384 1.636
```

For the LUMO energy, the calculation gives 0.81 eV. Its frontier orbital gap is 9.3 eV. The molar mass is 119.19 g/mol.



#2
Density functional theory data (the ωB97M-V functional and the def2-TZVPD basis) for the molecule C4H9NOS.

The geometry in XYZ format:
```
16
C4H9NOS (the ωB97M-V functional and the def2-TZVPD basis)
C -1.605 -1.055 1.995
C -1.062 -0.662 0.615
O -1.725 -0.915 -0.372
N 0.257 -0.270 0.557
C 0.866 -0.025 -0.759
C 0.806 1.483 -1.087
S 1.409 1.961 -2.721
H -1.198 -0.503 2.834
H -1.261 -2.092 2.077
H -2.685 -0.997 1.917
H 0.844 -0.816 1.162
H 0.163 -0.424 -1.487
H 1.842 -0.494 -0.710
H -0.243 1.779 -1.011
H 1.222 2.015 -0.218
H 2.371 1.017 -2.791
```

As for the SMILES: CC(=O)NCCS. For the LUMO energy, the calculation gives 0.75 eV. Its frontier orbital gap is 9.9 eV. The molar mass is 119.19 g/mol.



#3
Density functional theory data (the ωB97M-V functional and the def2-TZVPD basis) for the molecule C4H9NOS.

The geometry in XYZ format:
```
16
C4H9NOS (the ωB97M-V functional and the def2-TZVPD basis)
C 1.048 -0.990 0.703
C 0.328 -0.226 -0.400
C 1.299 0.175 -1.512
O -0.179 0.993 0.145
C -1.380 1.266 0.645
N -2.192 0.128 0.649
S -1.907 2.760 1.049
H 1.551 -0.308 1.356
H 0.348 -1.589 1.289
H 1.774 -1.721 0.264
H -0.507 -0.771 -0.832
H 1.537 -0.741 -2.081
H 0.792 0.840 -2.210
H 2.241 0.671 -1.141
H -3.021 0.267 1.229
H -1.732 -0.753 0.848
```

As for the SMILES: CC(C)OC(N)=S. For the LUMO energy, the calculation gives 0.72 eV. Its frontier orbital gap is 9.2 eV. The molar mass is 119.19 g/mol.



Of them, #2 has the highest stability.



#1
Density functional theory data (the ωB97M-V functional and the def2-TZVPD basis) for a structure of composition C4H9NOS.

The geometry in XYZ format:
```
16
C4H9NOS (the ωB97M-V functional and the def2-TZVPD basis)
C -0.573 -0.607 1.099
C -0.693 0.019 -1.232
C 0.268 -0.614 -0.204
C 1.486 0.205 0.013
N -2.586 1.377 0.282
O -3.017 -1.104 -0.180
S -2.035 -0.018 -0.019
H -0.822 -1.609 1.667
H -0.175 0.242 1.626
H -0.306 1.098 -1.304
H -0.975 -0.589 -2.208
H 0.375 -1.596 -0.420
H 1.232 1.121 0.394
H 1.948 0.353 -0.864
H 2.232 -0.342 0.767
H -3.241 1.446 1.017
```

For the LUMO energy, the calculation gives 0.78 eV. Its frontier orbital gap is 10.1 eV. The molar mass is 119.19 g/mol.



#2
Density functional theory data (the ωB97M-V functional and the def2-TZVPD basis) for the molecule C4H9NOS.

The geometry in XYZ format:
```
16
C4H9NOS (the ωB97M-V functional and the def2-TZVPD basis)
C 2.185 -0.718 -0.766
N 1.527 0.556 -0.971
C 0.343 0.964 -0.410
O 0.084 2.106 -0.128
C -0.601 -0.160 0.039
C -1.996 0.238 0.423
S -2.620 -0.909 1.847
H 2.569 -1.036 -1.753
H 1.480 -1.480 -0.455
H 3.090 -0.704 -0.160
H 2.121 1.286 -1.324
H -0.655 -1.156 -0.412
H -0.027 -0.410 0.955
H -2.745 -0.008 -0.317
H -2.142 1.244 0.800
H -2.611 0.187 2.633
```

As for the SMILES: CNC(=O)CCS. For the LUMO energy, the calculation gives 0.80 eV. Its frontier orbital gap is 9.9 eV. The molar mass is 119.19 g/mol.



Of them, #2 has the highest stability.



#1
Density functional theory data (the ωB97M-V functional and the def2-TZVPD basis) for the molecule C4H9NOS.

The geometry in XYZ format:
```
16
C4H9NOS (the ωB97M-V functional and the def2-TZVPD basis)
O 1.695 3.420 -0.050
C 1.465 2.282 0.295
N 0.756 1.409 -0.472
C 0.843 -0.010 -0.253
C -0.156 -0.828 -1.063
C -1.499 -1.011 -0.373
S -1.430 -2.142 1.049
H 1.788 1.857 1.256
H 0.607 1.762 -1.408
H 1.839 -0.382 -0.571
H 0.927 -0.320 0.768
H -0.317 -0.278 -1.982
H 0.286 -1.767 -1.400
H -1.803 -0.030 -0.017
H -2.272 -1.386 -1.037
H -0.602 -3.045 0.521
```

As for the SMILES: O=CNCCCS. For the LUMO energy, the calculation gives 0.75 eV. Its frontier orbital gap is 10.1 eV. The molar mass is 119.19 g/mol.



#2
Density functional theory data (the ωB97M-V functional and the def2-TZVPD basis) for a cluster of 2 separate species, C4H9NOS in total.

The geometry in XYZ format:
```
16
C4H9NOS (the ωB97M-V functional and the def2-TZVPD basis)
C 0.449 0.979 2.474
C 0.530 -0.455 2.337
C -0.072 -0.456 -2.820
C -0.599 -0.607 -1.407
N 1.147 0.393 1.392
O -1.124 1.476 0.228
S -0.004 1.007 -0.628
H -0.438 1.441 2.036
H 1.038 1.618 3.119
H 1.229 -0.987 2.880
H -0.545 -0.929 2.118
H -0.296 0.430 -3.250
H 0.953 -0.442 -2.617
H -0.420 -1.198 -3.492
H -0.222 -1.504 -0.829
H -1.626 -0.768 -1.539
```

For the LUMO energy (spin up / spin down), the calculation gives -0.37 / -0.45 eV. Its frontier orbital gap (spin up / spin down) is 7.9 / 8.6 eV. The molar mass is 119.19 g/mol.



#3
Density functional theory data (the ωB97M-V functional and the def2-TZVPD basis) for a structure of composition C4H9NOS.

The geometry in XYZ format:
```
16
C4H9NOS (the ωB97M-V functional and the def2-TZVPD basis)
C 0.105 -0.929 -0.116
C 0.830 -0.317 1.097
C -0.168 0.448 -0.754
C -1.529 1.011 -0.267
N 2.458 0.663 -0.766
O -1.491 0.960 1.169
S 1.236 1.178 0.133
H 0.822 -1.458 -0.716
H -0.685 -1.619 0.134
H 0.069 -0.057 1.823
H 1.785 -0.715 1.443
H -0.216 0.470 -1.757
H -2.285 0.245 -0.599
H -1.969 2.028 -0.652
H -2.346 1.355 1.460
H 3.188 1.347 -1.105
```

For the LUMO energy, the calculation gives 0.56 eV. Its frontier orbital gap is 8.6 eV. The molar mass is 119.19 g/mol.



Of them, #1 has the highest stability.



#1
Density functional theory data (the ωB97M-V functional and the def2-TZVPD basis) for the molecule C4H9NOS.

The geometry in XYZ format:
```
16
C4H9NOS (the ωB97M-V functional and the def2-TZVPD basis)
C 1.587 -0.849 -2.021
N 1.380 0.347 -1.235
C 0.173 0.609 -0.456
C -0.952 -0.280 -0.995
O -1.076 -1.435 -0.705
C 0.448 0.240 0.993
S -0.947 0.627 2.134
H 2.612 -0.836 -2.370
H 1.001 -0.852 -2.948
H 1.446 -1.722 -1.399
H 1.920 1.183 -1.345
H -0.177 1.648 -0.525
H -1.587 0.207 -1.760
H 1.335 0.707 1.393
H 0.549 -0.839 1.079
H -0.496 1.836 2.486
```

As for the SMILES: CN[C@@H](C=O)CS. For the LUMO energy, the calculation gives 0.79 eV. Its frontier orbital gap is 9.4 eV. The molar mass is 119.19 g/mol.



#2
Density functional theory data (the ωB97M-V functional and the def2-TZVPD basis) for a structure of composition C4H9NOS.

The geometry in XYZ format:
```
16
C4H9NOS (the ωB97M-V functional and the def2-TZVPD basis)
C 0.580 -0.627 1.034
C -0.707 -1.395 1.181
C -0.627 -0.187 0.398
C -1.335 1.102 0.625
N 1.968 0.775 -2.206
O -0.487 -0.357 -1.389
S 0.923 -0.686 -1.999
H 1.056 -0.294 1.930
H 1.272 -1.098 0.266
H -0.856 -2.384 0.654
H -0.910 -1.485 2.271
H -0.955 1.845 -0.007
H -1.281 1.344 1.589
H -2.417 0.819 0.281
H 1.940 1.481 -1.517
H 1.835 1.149 -3.111
```

For the LUMO energy, the calculation gives 0.88 eV. Its frontier orbital gap is 9.0 eV. The molar mass is 119.19 g/mol.



Of them, #1 has the highest stability.